w | DFT (ωB97M-V with the def2-TZVPD basis set) results for a structure of composition C4H6N4.

Geometry (Å):
C  -0.6806  1.0577  0.9073
C  -0.3560  -0.3645  -1.3209
C  0.5361  -1.3588  -1.6556
C  1.5254  -1.0996  -0.7430
H  -0.8439  0.9053  3.2790
H  0.7256  0.1439  1.9349
H  -1.4878  2.1000  -0.5242
H  -1.2989  0.1291  -1.4859
H  0.1924  -2.1635  -2.3635
H  2.2651  -1.8391  -0.5819
N  -0.2611  0.5936  2.0838
N  -1.6024  1.8573  0.4529
N  0.1091  0.2427  -0.1096
N  1.1768  -0.2042  0.1268

Values from the calculation:
2S+1: 1
E_HOMO, hartree: -0.335
E_LUMO, eV: 0.37
HOMO-LUMO gap, eV: 9.477

---

x | DFT (ωB97M-V with the def2-TZVPD basis set) results for the molecule C4H6N4.

Geometry (Å):
H  2.2515  -0.6728  0.4070
N  2.1451  0.3262  0.5079
N  1.3912  0.8649  -0.2689
C  0.5933  0.4934  -1.3594
C  -0.5855  -0.0844  -1.4746
C  -1.2208  -0.9028  -0.4472
N  -0.7180  -0.7241  0.8788
C  -0.4692  0.1114  1.6898
N  -0.3710  0.7492  2.7006
H  0.9532  0.9916  -2.1737
H  -1.2071  0.1293  -2.2637
H  -2.3194  -0.7321  -0.4074
H  -0.8555  -1.8632  -0.6243
H  0.4123  1.3133  2.8351

Values from the calculation:
2S+1: 1
E_HOMO, hartree: -0.323
E_LUMO, eV: 0.51
HOMO-LUMO gap, eV: 9.306

---

Tell me which of them is the least stable. Sure, it is w.

---

w | DFT (ωB97M-V with the def2-TZVPD basis set) results for the ion C3H6IN3 with charge +2.

Geometry (Å):
H  -2.2584  -0.1892  -1.5956
N  -1.3541  -0.1036  -1.2586
C  -0.3123  -0.3208  -1.8191
N  0.9910  -0.1786  -1.0669
C  1.1914  -0.1281  0.2442
N  0.3670  0.0267  1.3292
C  -0.7874  0.6118  1.5153
I  -1.4432  1.0617  3.4334
H  0.1103  -0.7130  -2.7741
H  1.8850  -0.3389  -1.5923
H  2.2470  -0.3281  0.6923
H  0.9479  -0.1271  2.2479
H  -1.5841  0.7272  0.6442

Values from the calculation:
2S+1: 1
E_HOMO (spin up / spin down), hartree: -0.692 / -0.692
Net charge: +2
E_LUMO (spin up / spin down), eV: -11.06 / -11.06
HOMO-LUMO gap (spin up / spin down), eV: 7.770 / 7.770

---

x | DFT (ωB97M-V with the def2-TZVPD basis set) results for the ion C3H6IN3 with charge +2.

Geometry (Å):
C  -0.4811  -1.2173  -0.0762
C  1.7015  -0.2101  -0.1558
C  -0.7856  1.2007  0.3954
N  -1.2281  -0.1977  0.1857
N  0.8902  -1.2443  -0.1428
N  0.1679  1.7000  -0.4377
I  3.6662  0.0260  0.0490
H  -0.9646  -2.1872  -0.2105
H  -1.6669  1.8802  0.3102
H  -0.4702  1.3129  1.4511
H  -2.2357  -0.3696  0.2761
H  1.2872  -2.1976  -0.2104
H  0.1191  1.5037  -1.4342

Values from the calculation:
2S+1: 1
E_HOMO, hartree: -0.673
Net charge: +2
E_LUMO, eV: -11.08
HOMO-LUMO gap, eV: 7.232

---

Tell me which of them is the least stable. Sure, it is x.

---

w | DFT (ωB97M-V with the def2-TZVPD basis set) results for the molecule C3H4O.

Geometry (Å):
C  -1.3792  -0.4956  0.0329
C  -0.7067  0.6397  -0.0505
C  0.8043  0.4755  0.0670
O  1.3276  -0.5890  -0.0655
H  -2.4485  -0.5364  -0.1112
H  -0.7579  -1.4371  0.2559
H  -1.1972  1.5736  -0.0860
H  1.4726  1.3940  0.1688

Values from the calculation:
2S+1: 1
E_HOMO, hartree: -0.369
E_LUMO, eV: 0.31
HOMO-LUMO gap, eV: 10.355

---

x | DFT (ωB97M-V with the def2-TZVPD basis set) results for the molecule C3H4O.

Geometry (Å):
C  0.6711  0.4030  -0.2586
C  1.4846  -0.5680  0.1013
C  -0.5638  0.2516  0.3517
O  -1.6864  -0.1005  -0.3220
H  1.0605  0.9894  -1.0777
H  1.3965  -0.9921  1.0684
H  -0.3848  -0.4059  1.3105
H  -1.5356  0.3299  -1.1939

Values from the calculation:
2S+1: 1
E_HOMO (spin up / spin down), hartree: -0.291 / -0.312
E_LUMO (spin up / spin down), eV: -0.19 / -0.01
HOMO-LUMO gap (spin up / spin down), eV: 7.732 / 8.489

---

y | DFT (ωB97M-V with the def2-TZVPD basis set) results for a cluster of 2 separate species, C3H4O in total.

Geometry (Å):
C  -3.3712  0.1316  0.6422
C  0.6397  -0.0458  0.0958
C  -0.5683  -0.0505  -0.3490
O  -3.7699  -0.0536  -0.4062
H  1.2214  -0.8598  -0.3097
H  0.8275  0.7187  0.7971
H  -1.2585  0.6031  -0.0424
H  -1.0650  -0.6520  -1.0387

Values from the calculation:
2S+1: 1
E_HOMO, hartree: -0.384
E_LUMO, eV: 1.18
HOMO-LUMO gap, eV: 11.633

---

Tell me which of them is the least stable. Sure, it is x.

---

w | DFT (ωB97M-V with the def2-TZVPD basis set) results for a structure of composition C3H4F2.

Geometry (Å):
C  -1.0780  0.0894  0.1610
C  0.1947  -0.4943  0.0748
C  1.1937  0.1086  -0.4454
H  -1.2580  0.1203  1.1877
H  0.3784  -1.4305  0.5417
H  1.2610  1.0976  -1.0803
H  2.3012  -0.4288  0.0988
F  -0.9131  1.4150  -0.0489
F  -2.0800  -0.4771  -0.4896

Values from the calculation:
2S+1: 1
E_HOMO, hartree: -0.389
E_LUMO, eV: 0.88
HOMO-LUMO gap, eV: 11.465

---

x | DFT (ωB97M-V with the def2-TZVPD basis set) results for the molecule C3H4F2.

Geometry (Å):
C  -0.0365  -0.3774  -1.4067
C  -0.4634  -0.1656  -0.1880
F  -1.5155  -0.8051  0.3324
C  0.3041  0.4879  0.9559
F  0.5411  -0.4356  1.9854
H  -0.3983  -1.2273  -2.0600
H  0.7255  0.2294  -1.7793
H  1.2176  1.0060  0.7426
H  -0.3745  1.2877  1.4178

Values from the calculation:
2S+1: 1
E_HOMO, hartree: -0.373
E_LUMO, eV: 1.02
HOMO-LUMO gap, eV: 11.170

---

Tell me which of them is the least stable. Sure, it is w.